The following is a DFT calculation (ωB97M-V/def2-TZVPD) of a cluster of 16 separate species, C56H152N8O20 in total in a non-equilibrium geometry.

The geometry in XYZ format:
```
236
Properties=species:S:1:pos:R:3:forces:R:3
H -5.358038 -2.065364 -9.327428 0.14 0.09 -0.02
O -1.220788 -4.410031 2.859362 0.29 -0.17 0.15
H 0.054471 6.714098 0.180086 0.03 -0.12 0.02
H 6.518435 6.650339 0.352130 -0.23 -0.17 0.10
O 4.058987 -2.749494 2.054680 -0.75 -0.42 0.52
H -8.636796 5.172191 -1.183610 0.22 -0.38 -0.01
C 1.238123 -4.275459 2.909797 -0.10 -0.43 -0.48
C -8.122178 4.188604 -1.190335 -0.28 0.18 -0.21
H -1.563929 0.004160 1.784004 0.22 -0.19 -0.08
H 1.508263 -4.778580 1.973526 -0.04 0.22 -0.06
H -2.055405 -5.839877 1.563767 0.21 0.36 0.10
H 5.783832 -0.792455 2.397654 -0.05 0.06 -0.08
O 5.858774 4.965981 -4.148944 -0.43 -0.15 -0.56
H 7.191890 -2.042540 -0.715926 -0.29 -0.08 -0.24
H 1.502179 -4.479965 -1.499137 0.09 0.14 0.06
C 4.611128 1.328359 -3.220410 -0.32 -0.41 0.54
H 4.275395 2.355650 -3.413817 0.06 -0.17 0.07
H -6.038785 2.908094 1.184746 -0.11 -0.23 0.13
H -8.258257 3.729456 -2.184003 0.04 0.08 0.21
H -1.939594 3.670026 -2.194734 -0.09 -0.05 0.19
H -2.191352 2.107604 -1.418941 0.01 0.19 0.05
H -3.128124 -3.154767 4.648314 -0.18 0.08 -0.22
H -3.944082 1.395375 -2.533470 -0.03 0.14 -0.32
N -2.482272 0.260127 6.337926 0.01 0.06 -0.12
H 1.341683 3.367225 -2.274002 -0.26 0.10 0.09
O -0.998978 -6.322038 -4.301141 0.00 -0.38 -0.40
O -4.923437 -2.076925 4.794287 0.30 0.33 0.00
C -1.955102 3.771715 -0.054961 -0.50 0.25 0.42
H -4.598873 -0.778729 -10.313969 0.08 -0.07 0.22
H -7.130573 1.942292 2.225855 0.12 0.03 -0.16
H 3.835792 0.817624 -2.638123 0.01 -0.02 -0.12
H 3.529249 -3.335954 2.684115 0.54 0.50 -0.39
C -2.205607 3.445563 2.396218 0.16 0.04 -0.66
H 0.118196 8.939450 1.196269 0.28 -0.23 0.06
H 1.121289 -1.336334 8.188360 0.00 -0.11 -0.02
C 5.540951 6.132120 0.432131 0.09 0.45 -0.02
H -2.942331 4.180501 2.734495 0.03 0.02 -0.09
H 4.758587 6.638541 -3.606472 -0.04 -0.24 0.06
H 0.355984 1.356375 -2.899042 0.02 0.04 -0.10
H 5.227855 5.686232 -6.004325 0.07 -0.21 0.05
H -0.324662 1.654536 0.725450 0.03 -0.02 -0.13
O 1.687025 2.816001 -0.507644 0.10 -0.23 0.13
H 6.676866 -2.836135 -2.250277 0.04 0.11 0.07
C -4.773183 -1.134064 -9.295490 0.46 -0.15 0.65
H -0.602865 -1.399834 7.828140 0.05 0.01 -0.04
C 4.876300 -0.520461 1.851074 0.16 0.06 0.01
H 2.078860 1.696945 1.210524 -0.09 0.05 -0.26
H -4.314604 -1.096473 -6.739222 0.37 -0.19 -0.25
H 5.812835 1.604535 -1.420404 -0.07 -0.01 -0.23
O 5.767763 -0.976743 -1.851334 0.14 -0.23 0.05
H 2.905103 4.318348 -1.126575 0.00 0.13 0.02
H 1.297311 -4.234713 6.726741 0.35 0.32 -0.01
H 1.171353 6.078796 1.398049 -0.11 -0.09 0.04
C 4.974941 5.612807 -3.248393 -0.24 0.27 -0.40
H 6.286320 3.226711 -3.168097 0.16 0.01 -0.23
C 0.691926 -2.344758 6.304131 -0.06 0.62 0.54
C 2.897075 3.532849 -0.379632 0.30 0.17 0.23
C 5.681871 5.663150 -1.920993 0.45 -0.03 0.22
H 2.773691 -1.106012 1.862494 0.23 -0.02 -0.03
H 2.216373 -3.833168 4.656128 0.15 -0.15 -0.36
H -4.774484 -0.848708 -2.016049 -0.06 0.10 -0.08
H 1.484881 -1.982043 -2.196182 0.12 -0.10 0.11
H -2.402238 0.031047 -6.048287 0.33 -0.05 0.15
C 1.738693 1.568560 0.165695 -0.23 -0.34 0.17
H -2.275626 2.556248 3.027437 0.03 0.13 -0.01
H 4.817764 -9.237639 4.236348 0.08 -0.01 0.03
H -2.334322 4.799674 0.043171 0.23 -0.07 0.00
H 5.284923 7.926427 4.502590 -0.13 -0.16 -0.08
H 2.063909 -6.931932 2.538453 -0.02 0.04 0.02
C 2.331989 -2.466778 -1.690805 -0.26 0.07 0.39
C 5.284536 4.741584 -5.442555 -0.08 0.36 0.50
H -0.001278 -5.013000 -6.126834 0.11 -0.03 -0.04
C -2.480878 -2.582098 -5.167311 -0.93 -0.88 -0.10
C -4.063945 -2.960856 4.102627 0.23 0.03 -0.25
H -3.787930 -5.138418 -2.283870 0.06 -0.07 -0.11
N -1.669667 -0.654095 -6.247235 0.46 1.11 -0.67
H -4.619391 -0.119870 7.781615 -0.01 -0.13 0.05
O 0.078314 -0.290885 5.228409 0.50 0.06 0.11
H 5.547816 -2.771818 -0.876573 0.16 0.21 -0.07
H 1.681809 -4.939470 -5.577166 0.00 -0.08 0.01
H -2.674514 -3.453430 -1.404448 0.09 0.14 0.05
H -2.872464 -1.568403 0.481025 0.28 0.15 -0.30
O -4.287002 0.977207 0.623658 -0.43 -0.04 0.21
C -4.587847 -7.033455 -1.604147 -0.37 0.05 0.15
C 4.636314 -8.166890 4.180755 0.04 0.39 -0.05
H -3.140473 -1.986666 -4.524046 0.06 -0.05 -0.11
H -1.874418 -7.012135 -1.448458 -0.02 -0.09 0.01
H -8.571249 3.535982 -0.439803 -0.05 0.13 -0.05
C 6.631470 -0.032408 -2.495588 0.33 -0.42 0.53
C 0.329680 0.980531 0.160820 -0.01 -0.34 0.34
H 1.107921 -3.434499 -0.130609 0.23 0.08 -0.19
H 6.014528 4.654579 -1.663256 0.01 -0.04 0.00
H -6.146967 5.836758 -2.103635 0.07 -0.34 0.01
H -4.215407 5.171579 -0.717459 -0.15 -0.10 -0.22
H -4.760551 -1.887045 7.580699 -0.05 0.03 0.01
H 3.832492 6.195409 1.764587 0.25 0.30 -0.19
C -2.301032 -1.921795 -6.511328 -0.17 0.19 -0.71
H 4.703734 0.801548 -4.176491 0.03 0.12 0.03
N -3.923985 3.251568 -1.625818 -0.10 0.01 0.89
O -2.481475 3.006356 1.058134 0.32 0.01 -0.20
H -3.715326 1.728443 0.873243 -0.05 -0.18 -0.02
C 0.074453 1.870663 -3.822628 0.05 -0.20 -0.69
C -3.514524 -5.972004 -1.639533 -0.11 -0.47 0.17
H -0.478590 6.559777 1.864627 -0.07 -0.01 0.08
O 5.440783 7.143071 2.633285 0.10 -0.17 0.15
H 7.585686 0.025754 -1.941677 -0.18 0.05 -0.17
O 3.366339 -8.018690 3.587961 -0.36 0.08 -0.28
H -3.309758 -5.576536 -0.640083 -0.04 0.06 -0.06
H 0.681053 0.443436 3.375235 -0.07 0.17 0.24
C -1.493230 -4.882415 1.550752 0.21 -0.04 -0.12
C 3.016242 -6.754918 3.037728 0.13 0.62 0.74
H -4.767363 -7.389421 -2.620795 -0.06 -0.05 0.14
N 1.729723 -3.379611 6.365130 0.06 0.17 0.29
H 0.016663 -6.037318 3.315559 -0.07 0.38 0.04
C 1.074720 2.976792 -4.137890 -0.48 -0.37 0.08
H -5.356108 -0.387881 -8.734503 0.09 -0.06 -0.15
C -6.191868 0.725307 -2.437281 -0.45 -0.07 -0.07
H -4.382735 2.753877 -0.853222 0.06 0.15 -0.32
H -2.163543 -0.351283 -0.617859 0.10 -0.20 0.21
H -3.946542 5.164615 -2.464931 -0.03 -0.11 0.12
H 3.077213 -2.752614 -2.438491 -0.12 -0.03 0.09
H -0.042870 0.943105 -0.876929 0.04 -0.02 0.23
H 0.220471 -2.858322 8.390466 0.02 0.18 -0.24
N 2.404023 -4.335723 3.776767 0.31 -0.37 -0.12
C 1.903812 -3.687014 -0.855536 0.33 0.37 -0.25
H 5.067744 -0.662378 0.786785 -0.06 -0.04 -0.06
C 1.192590 -1.122365 5.482985 0.01 -0.71 -0.30
H -3.817223 -2.582345 3.088482 -0.02 -0.03 0.41
H 6.871115 -0.337028 -3.534630 -0.19 0.00 0.24
C -0.030603 -4.936828 3.455344 -0.43 -0.27 -0.18
H 3.768948 2.882168 -0.539692 -0.10 0.03 -0.02
O 3.050758 -4.220688 -0.208870 -0.14 -0.02 0.59
H 4.311120 8.750658 3.264474 -0.03 -0.14 0.11
C -3.337557 -0.921048 6.283608 0.40 -0.54 -0.35
H -7.067409 1.656456 0.474688 0.11 0.05 0.06
C -4.293650 -0.826322 5.070207 0.23 -0.19 0.26
H -6.200299 4.219193 -2.856996 0.08 0.06 0.31
H 5.731534 5.094600 0.722435 0.05 0.09 0.03
H 0.705831 -1.028099 0.234272 -0.06 0.17 0.21
H 1.170611 1.439075 4.800897 -0.12 -0.09 -0.06
H 1.994756 -0.574649 6.031623 -0.38 -0.21 -0.22
H -4.581038 -3.907733 3.987980 -0.14 -0.09 0.03
H -1.182292 -3.232177 -2.355294 -0.14 0.02 -0.01
H -0.543770 1.385691 4.295467 0.13 0.05 -0.06
H 6.605543 6.266622 -2.023533 -0.20 -0.12 0.00
H 2.819166 -1.730139 -1.024240 -0.20 -0.18 -0.24
C 3.734461 -1.384242 2.329874 -0.20 -0.19 0.31
H -1.620904 -2.531814 -7.118751 -0.06 0.07 0.04
N 4.827010 6.127155 -0.847853 -0.05 0.14 0.32
H 0.911313 -6.219264 -3.462760 -0.27 0.33 -0.30
O -1.214590 -2.195707 -0.625834 0.28 -0.09 0.12
C -5.039405 -0.170836 -2.845754 0.03 0.16 0.55
H 7.059890 2.067712 -4.026684 -0.05 0.18 0.08
H 1.059628 9.191510 3.173068 0.10 -0.20 -0.05
C -1.912409 -1.185846 0.064752 -0.76 -0.17 -0.15
H -0.136165 -4.766802 4.529685 0.02 0.13 -0.02
H 3.300122 -3.632351 0.540332 0.05 -0.21 -0.45
H -7.047033 0.181503 -2.022137 0.05 -0.07 -0.21
H 2.409104 -3.058376 7.061362 -0.09 -0.43 -0.25
C -3.625306 -1.775844 -7.294893 -0.67 -0.68 -0.19
H -1.214479 -0.338199 -7.101518 -0.11 0.17 0.17
H 5.903361 4.018669 -5.974211 0.05 0.14 0.09
H 4.267840 4.339570 -5.350335 0.08 -0.03 0.02
H 2.983487 3.992507 0.618955 -0.03 -0.12 -0.18
H 4.660610 -7.752051 5.198252 0.06 -0.02 -0.14
C -1.911087 -2.727743 -1.718620 -0.35 0.31 -0.37
C -5.356678 0.870545 1.579956 0.19 0.36 -0.09
H 0.046846 -4.632803 -3.696703 0.28 -0.66 -0.15
H -5.092059 -0.105710 5.279673 0.12 -0.08 -0.03
H 0.922706 -6.504813 -5.976378 0.07 -0.09 0.02
C 0.870993 8.186569 1.492405 -0.12 0.25 0.20
H -4.948819 0.986205 2.593108 -0.04 -0.01 -0.08
N 6.802212 2.360875 -3.086583 0.87 -0.54 0.24
H 3.730582 -6.428183 2.260875 -0.04 -0.02 0.34
H 2.212683 -6.140890 4.955607 -0.04 0.05 -0.23
C 0.330412 -1.963071 7.762818 -0.44 0.19 -0.45
C 4.696138 6.840128 1.485336 -0.75 -0.07 -0.21
H 3.746377 7.180618 3.884266 0.39 0.09 -0.04
H 1.614151 -1.470177 4.505676 -0.17 0.12 0.65
H -0.011564 1.121574 -4.618891 0.04 0.06 0.13
C 0.219875 -5.655769 -4.130476 0.08 0.42 0.10
H -5.838935 1.386273 -1.644278 -0.09 0.03 -0.05
H -5.261970 -0.799911 -3.709228 -0.04 0.12 -0.10
C 0.366610 6.795433 1.223839 0.13 -0.10 -0.46
C -6.465742 1.910120 1.352671 0.22 -0.29 0.03
N 0.302528 -0.322614 0.856344 0.11 0.19 -0.45
O 1.053278 3.872611 -3.050439 0.52 0.59 0.24
H 1.023302 -3.228667 2.644271 0.01 -0.15 0.23
H -5.744988 -0.151227 1.511085 0.02 0.16 -0.06
O -6.762435 4.307619 -0.863442 0.68 -0.28 0.12
H 4.275170 7.776379 1.041770 0.18 -0.36 0.21
C 4.648741 7.766884 3.629830 -0.08 0.26 -0.29
H -1.198747 3.882134 2.478483 -0.18 -0.16 -0.06
H -0.182790 -2.746120 5.765935 0.24 0.10 0.20
H 4.486978 7.064236 -1.044301 0.10 -0.04 -0.02
H 4.676730 0.540120 2.018561 -0.06 0.00 0.04
H -0.932553 -1.663306 1.876137 -0.01 0.25 -0.09
C 5.959513 1.342580 -2.480742 -0.67 -0.02 -0.29
H 0.783879 3.546331 -5.024610 -0.04 -0.09 0.04
H 3.597253 -1.246819 3.420134 0.09 -0.06 -0.30
H 2.465203 0.901699 -0.333048 -0.17 0.08 0.06
H 2.084636 2.589078 -4.314113 -0.02 -0.10 0.01
C -4.446614 4.622687 -1.650266 -0.09 0.20 0.20
H -1.388951 -6.546384 -3.449041 -0.18 0.26 -0.10
H -4.280372 -7.880543 -0.977512 -0.02 0.16 -0.15
C -4.065827 -1.047250 7.598425 -0.41 -0.03 0.07
H -1.921955 0.213384 7.190404 -0.24 0.15 -0.19
H 4.009525 5.077513 -3.170423 0.28 0.05 -0.03
O -3.498588 -1.340751 -8.668785 -0.07 0.09 0.71
H -4.097561 -2.775760 -7.316161 -0.08 0.23 0.06
O -3.942197 0.661562 -3.169515 0.40 -0.31 -0.20
H -0.566742 -5.019733 0.969465 -0.25 0.02 0.08
H 3.840722 -5.544575 4.649968 -0.24 -0.09 -0.12
H -5.516573 -6.634764 -1.189121 -0.03 -0.04 -0.08
H -0.908124 2.325269 -3.684246 0.03 -0.12 0.03
H -1.525661 -2.687817 -4.660647 0.08 0.06 -0.12
H -0.850263 3.809550 -0.032637 -0.36 -0.21 0.00
H 5.431539 -7.695989 3.581270 -0.16 -0.07 0.08
C -2.471341 3.169436 -1.373774 0.08 0.10 0.17
C -5.948088 4.758859 -1.922474 0.10 0.28 -0.65
H -3.376771 -1.199710 8.434357 0.03 0.01 -0.10
H 1.797704 8.366112 0.921027 -0.24 0.07 0.15
C 2.855133 -5.687654 4.179725 0.37 -0.25 -0.43
H -2.714791 -1.839333 6.123530 -0.40 0.41 0.15
C 6.342748 -2.229619 -1.399457 -0.05 0.99 -0.39
H -3.734110 -0.481030 4.176619 -0.13 -0.09 0.29
C 0.378039 0.806840 4.374357 0.13 -0.29 -0.14
H -2.078197 -4.103694 1.050265 0.01 -0.23 0.05
H -2.418257 -1.919070 -2.281765 0.27 -0.34 0.07
C -1.042974 -0.786564 1.216813 0.30 0.41 0.56
O -2.334347 -6.573377 -2.170285 0.14 0.13 0.85
H -1.794679 0.159657 5.600523 -0.04 0.13 0.09
C 0.760789 -5.525755 -5.533666 0.28 0.52 -0.06
O 1.122798 8.268292 2.899718 0.03 0.37 -0.06
H -6.517982 1.338275 -3.292170 0.05 -0.17 0.30
H -2.918051 -3.581621 -5.310140 0.06 0.14 0.30
```
Positions in Å, forces in eV/Å.

Results
**HOMO level**: -8.801 eV
**Electronic energy**: -4167.38391 hartree
**HOMO-LUMO gap**: 0.3401 Ha